Run A
DFT (ωB97M-V/def2-TZVPD) results for 2 unconnected molecules or ions with the total composition C8H11N2O.

Last column: Löwdin charge in e.
Element x y z (Å)
C -0.597 -2.097 1.004  -0.16
C -2.450 1.437 -0.289  0.05
C -2.993 0.226 -0.491  0.04
C -1.142 1.604 0.361  -0.08
C -1.121 -0.856 0.525  -0.14
C -0.500 0.347 0.786  -0.13
C 0.825 0.397 1.425  0.02
C 1.025 -1.652 -1.727  -0.01
N -0.153 -3.068 1.410  0.27
N -2.357 -0.939 -0.098  -0.11
O -2.881 -2.019 -0.291  0.20
H -2.984 2.324 -0.600  0.14
H -3.957 0.065 -0.957  0.16
H -0.466 2.164 -0.305  0.18
H -1.242 2.286 1.219  0.17
H 0.567 -1.249 -0.824  -0.04
H 1.598 0.271 0.657  0.12
H 0.972 -0.421 2.131  0.11
H 1.009 1.353 1.910  0.11
H 0.599 -2.621 -1.949  0.04
H 2.090 -1.767 -1.567  0.04
H 0.859 -0.987 -2.566  0.03

The HOMO energy (spin up / spin down) is -15.07 / -15.07 eV. Its net charge is +1. The value obtained for the gap between HOMO and LUMO (spin up / spin down) is 8.12 / 8.11 eV. For the lowest unoccupied orbital energy (spin up / spin down), the calculation gives -0.255 / -0.255 Eh.



Run B
DFT (ωB97M-V/def2-TZVPD) results for a gas-phase ion, C8H11N2O (charge +1).

Last column: Löwdin charge in e.
Element x y z (Å)
C -3.739 -0.158 0.944  -0.11
C -3.960 0.149 -0.362  -0.07
C -1.867 0.047 0.026  -0.32
C 0.170 -0.192 -1.702  -0.01
C 1.664 -0.903 0.338  -0.06
C 0.493 1.000 0.798  -0.04
C 0.508 -1.116 -0.593  -0.19
C -0.430 0.008 -0.335  -0.21
N -2.408 -0.201 1.178  0.14
N 1.832 0.566 0.551  0.05
O -2.755 0.201 -0.993  0.08
H -4.343 -0.165 1.828  0.11
H -4.894 0.514 -0.928  0.16
H 0.812 0.588 -2.141  0.13
H -0.562 -0.604 -2.459  0.15
H 1.297 -1.189 1.256  0.11
H 2.655 -1.403 -0.007  0.18
H 0.191 2.056 0.693  0.14
H 0.027 0.687 1.894  0.19
H -0.032 -2.087 -0.524  0.18
H 2.284 0.655 1.475  0.20
H 2.188 1.215 -0.154  0.20

The HOMO energy is -12.26 eV. As for the SMILES: c1coc([C@@]23C[NH2+]C[C@@H]2C3)n1. Its net charge is +1. The value obtained for the gap between HOMO and LUMO is 8.85 eV. For the lowest unoccupied orbital energy, the calculation gives -0.125 Eh.



Run C
DFT (ωB97M-V/def2-TZVPD) results for a gas-phase ion, C8H11N2O (charge +1).

Last column: Löwdin charge in e.
Element x y z (Å)
C -1.983 0.978 -0.934  -0.03
C 1.458 -1.184 -0.347  -0.09
C -0.659 0.900 -0.882  -0.02
C 2.954 0.671 0.171  -0.13
C 3.163 1.693 0.784  0.15
C -2.482 0.753 0.415  -0.10
C -0.154 0.579 0.493  -0.29
C -0.644 -1.858 0.283  0.01
N 0.381 -0.831 0.255  -0.01
N 2.545 -0.453 -0.539  0.09
O -1.259 0.466 1.282  -0.06
H -2.649 1.108 -1.796  0.14
H 1.444 -2.163 -0.912  0.19
H 3.300 2.649 1.388  0.10
H 0.080 1.064 -1.744  0.15
H -3.155 1.502 0.790  0.13
H -3.080 -0.093 0.526  0.10
H 0.482 1.268 1.041  0.15
H -1.069 -1.745 1.287  0.12
H -1.508 -1.597 -0.404  0.13
H -0.339 -2.822 0.080  0.08
H 3.174 -0.886 -1.237  0.18

The HOMO energy is -13.51 eV. As for the SMILES: C#C/[NH+]=C\N(C)[C@H]1C=CCO1. Its net charge is +1. The value obtained for the gap between HOMO and LUMO is 9.86 eV. For the lowest unoccupied orbital energy, the calculation gives -0.134 Eh.



Least stable structure: run C



Run A
DFT (ωB97M-V/def2-TZVPD) results for 13 unconnected molecules or ions with the total composition C5H35NO13.

Last column: Löwdin charge in e.
Element x y z (Å)
C 1.397 0.309 -0.455  -0.17
C 1.709 0.256 -1.982  -0.08
C -0.157 0.410 -0.416  -0.50
N -0.669 1.221 0.560  0.06
C -0.006 2.403 1.199  -0.21
C -0.413 3.782 0.403  -0.06
O -0.852 -0.304 -1.097  0.02
H 1.528 -0.748 -0.109  0.10
H 1.966 1.240 0.096  0.14
H 2.843 0.226 -2.029  0.09
H 1.139 -0.615 -2.306  0.05
H 1.255 1.231 -2.481  0.13
H -1.721 1.410 0.592  0.15
H -0.354 2.517 2.303  0.14
H 1.160 2.218 1.234  0.11
H -0.559 4.455 1.262  0.06
H -1.458 3.942 -0.058  0.09
H 0.392 3.746 -0.345  0.06
H 3.462 -0.611 -0.558  0.05
H 4.538 -1.203 0.578  0.14
O 4.148 -0.261 0.141  -0.18
H -0.048 -0.941 3.210  0.02
H 0.162 -2.026 2.173  0.01
O -0.503 -1.788 2.886  -0.11
H -1.596 -0.989 -4.144  0.09
H -0.578 -0.109 -3.488  0.00
O -0.750 -0.456 -4.405  -0.11
H -1.643 -1.614 1.631  0.12
H -2.036 -1.138 0.192  -0.01
O -2.461 -1.770 0.835  -0.17
H 1.555 0.798 2.912  0.01
H 0.238 0.641 2.339  -0.03
O 0.671 0.489 3.152  -0.04
H 1.234 -3.599 1.583  0.13
H 0.566 -3.091 0.231  -0.01
O 1.084 -2.814 0.971  -0.07
H 2.726 -2.707 1.300  -0.02
H 3.925 -3.603 1.835  0.08
O 3.690 -2.721 1.436  -0.09
H -4.359 0.976 -2.369  0.03
H -4.922 1.886 -1.215  0.03
O -4.164 1.451 -1.545  -0.04
H -3.551 -0.026 1.296  -0.01
H -3.755 0.682 0.118  -0.05
O -3.851 0.828 1.029  -0.04
H -2.911 1.449 -4.595  0.04
H -2.723 0.528 -3.450  0.10
O -3.440 0.738 -4.233  -0.11
H -1.298 -2.942 -0.405  0.10
H -0.342 -2.690 -1.684  0.02
O -0.556 -3.350 -1.036  -0.08
H 3.754 0.682 3.067  0.12
H 3.369 0.536 1.520  -0.01
O 3.166 1.067 2.318  -0.10

The HOMO energy is -10.28 eV. Its net charge is 0. The value obtained for the gap between HOMO and LUMO is 10.27 eV. For the lowest unoccupied orbital energy, the calculation gives 0.000 Eh.



Run B
DFT (ωB97M-V/def2-TZVPD) results for 13 unconnected molecules or ions with the total composition C5H35NO13.

Last column: Löwdin charge in e.
Element x y z (Å)
C 2.416 -2.524 -0.476  -0.08
C 0.866 -2.569 -0.620  -0.18
N 0.388 -1.629 0.498  -0.01
C -0.606 0.631 0.476  -0.05
C -0.812 -0.861 0.161  -0.34
C -1.936 -1.479 1.063  -0.22
O -2.288 -2.611 1.018  0.09
H 2.907 -3.246 -1.179  0.10
H 2.860 -1.579 -0.561  0.02
H 2.625 -2.796 0.525  0.05
H 0.509 -2.254 -1.699  0.11
H 0.691 -3.630 -0.388  0.11
H 0.257 -2.123 1.325  0.07
H 0.036 1.233 -0.363  0.13
H 0.030 0.736 1.386  0.06
H -1.606 1.116 0.492  0.07
H -1.129 -1.118 -0.888  0.13
H -2.266 -0.696 1.748  0.11
H -1.464 3.160 -0.667  -0.03
H -2.227 4.173 0.204  0.08
O -1.308 3.766 0.070  -0.10
H -3.470 -1.618 -0.898  0.02
H -3.636 -1.377 -2.576  0.12
O -3.853 -1.034 -1.607  -0.11
H -1.660 -3.560 -0.320  0.02
H -1.635 -3.317 -1.860  -0.05
O -1.550 -3.961 -1.233  -0.04
H -1.320 -0.012 3.348  -0.01
H -0.682 -1.318 3.095  0.04
O -0.642 -0.596 3.740  -0.05
H -0.074 -1.715 -2.815  -0.03
H -0.305 -0.709 -3.944  0.07
O -0.569 -1.609 -3.644  -0.06
H 2.834 2.477 0.123  -0.10
H 3.083 3.734 0.091  0.16
O 3.097 2.910 -0.595  -0.06
H -1.686 1.198 3.845  0.00
H -2.474 2.238 2.955  0.10
O -2.511 1.350 3.415  -0.04
H 3.971 1.162 -1.519  -0.04
H 2.881 0.345 -0.995  -0.01
O 3.530 0.406 -1.662  0.02
H 0.840 3.406 -2.490  0.06
H 1.847 2.358 -2.033  -0.08
O 1.155 2.476 -2.620  -0.06
H -2.941 1.290 -2.332  0.08
H -2.054 2.631 -2.726  0.05
O -2.612 2.219 -2.041  -0.10
H 1.065 0.142 3.438  0.04
H 1.983 -0.628 2.110  0.02
O 1.730 -0.024 2.768  -0.07
H 3.158 1.412 2.496  0.05
H 1.855 1.888 2.308  -0.02
O 2.704 2.136 2.057  -0.04

The HOMO energy is -9.66 eV. Its net charge is 0. The value obtained for the gap between HOMO and LUMO is 9.47 eV. For the lowest unoccupied orbital energy, the calculation gives -0.007 Eh.



Least stable structure: run B



Run A
DFT (ωB97M-V/def2-TZVPD) results for a molecular structure, C18H54BeO9S9.

Last column: Löwdin charge in e.
Element x y z (Å)
Be -18.354 2.155 -26.337  0.84
C -21.812 2.093 -23.326  -0.20
S -20.646 3.554 -23.498  0.87
O -19.556 3.335 -24.514  -0.63
C -21.731 4.723 -24.460  -0.20
H -22.319 1.836 -24.255  0.02
H -22.528 2.449 -22.586  0.06
H -21.243 1.275 -22.882  0.02
H -22.027 4.188 -25.363  0.02
H -21.128 5.618 -24.615  0.04
H -22.527 5.010 -23.773  0.06
C -14.659 5.195 -24.497  -0.22
S -16.325 5.122 -25.203  0.86
O -16.759 3.663 -25.092  -0.56
C -17.331 6.000 -24.022  -0.24
H -13.980 4.588 -25.097  0.04
H -14.557 4.774 -23.497  0.06
H -14.339 6.227 -24.358  0.07
H -18.358 5.722 -24.258  0.04
H -17.210 7.080 -24.098  0.06
H -17.048 5.841 -22.982  0.06
C -14.801 5.514 -28.250  -0.26
S -15.618 3.999 -28.840  0.87
O -16.408 3.329 -27.707  -0.61
C -16.817 4.661 -30.092  -0.20
H -15.488 6.300 -27.937  0.04
H -14.229 5.930 -29.080  0.06
H -14.064 5.456 -27.450  0.05
H -17.359 5.485 -29.628  0.02
H -17.532 3.847 -30.206  0.03
H -16.378 4.930 -31.053  0.07
C -22.741 0.214 -26.609  -0.22
S -22.195 1.934 -27.168  0.91
O -20.785 2.247 -26.642  -0.61
C -21.950 1.501 -28.960  -0.21
H -21.945 -0.488 -26.857  0.02
H -23.604 -0.164 -27.157  0.06
H -23.100 0.128 -25.584  0.04
H -21.556 0.485 -29.007  0.05
H -21.214 2.150 -29.433  0.04
H -22.924 1.550 -29.448  0.06
C -16.516 0.893 -30.104  -0.22
S -18.345 0.824 -29.785  0.91
O -18.648 1.665 -28.594  -0.58
C -18.406 -0.943 -29.267  -0.23
H -15.882 0.936 -29.218  0.03
H -16.167 1.780 -30.632  0.03
H -16.187 0.006 -30.646  0.06
H -18.265 -1.662 -30.074  0.06
H -19.355 -1.285 -28.855  0.04
H -17.533 -1.045 -28.621  0.04
C -20.497 -1.698 -24.360  -0.22
S -19.609 -1.616 -25.953  0.87
O -19.254 -0.183 -26.387  -0.59
C -18.070 -2.625 -25.658  -0.20
H -21.453 -1.213 -24.554  0.03
H -20.037 -1.125 -23.555  0.03
H -20.514 -2.705 -23.942  0.07
H -18.396 -3.521 -25.130  0.05
H -17.500 -2.006 -24.965  0.04
H -17.376 -2.834 -26.472  0.06
C -14.874 0.561 -24.403  -0.22
S -15.031 0.248 -26.257  0.95
O -16.467 0.651 -26.608  -0.60
C -13.957 1.684 -26.685  -0.24
H -13.852 0.247 -24.192  0.05
H -15.510 -0.045 -23.758  0.02
H -14.986 1.609 -24.122  0.04
H -14.285 2.671 -26.357  0.03
H -13.889 1.655 -27.773  0.04
H -12.954 1.525 -26.288  0.06
C -17.209 2.700 -22.024  -0.22
S -18.183 1.269 -22.726  0.88
O -17.644 1.105 -24.130  -0.60
C -17.366 -0.071 -21.649  -0.20
H -16.134 2.798 -22.175  0.06
H -17.265 2.514 -20.951  0.05
H -17.767 3.629 -22.143  0.03
H -17.632 -1.024 -22.105  0.04
H -17.719 -0.084 -20.618  0.06
H -16.311 0.190 -21.569  0.05
C -20.654 5.466 -29.401  -0.18
S -19.855 5.416 -27.668  0.91
O -18.930 4.181 -27.547  -0.59
C -18.767 6.969 -27.623  -0.21
H -21.366 6.291 -29.376  0.06
H -21.292 4.585 -29.456  0.03
H -19.898 5.457 -30.187  0.05
H -18.177 6.889 -26.709  0.01
H -19.231 7.954 -27.571  0.06
H -17.984 7.112 -28.368  0.03

The HOMO energy is -13.07 eV. Its net charge is +2. The value obtained for the gap between HOMO and LUMO is 8.91 eV. For the lowest unoccupied orbital energy, the calculation gives -0.153 Eh.



Run B
DFT (ωB97M-V/def2-TZVPD) results for a molecular structure, C18H54BeO9S9.

Last column: Löwdin charge in e.
Element x y z (Å)
Be 0.324 -0.154 0.341  0.68
C -2.034 7.278 -2.854  -0.27
S -0.402 6.977 -2.080  0.88
O -0.112 5.447 -2.178  -0.57
C 0.624 7.817 -3.377  -0.25
H -2.712 6.465 -2.594  0.05
H -2.072 7.282 -3.943  0.05
H -2.444 8.257 -2.606  0.05
H 0.403 8.884 -3.353  0.05
H 0.522 7.403 -4.380  0.06
H 1.684 7.647 -3.188  0.05
C -4.059 -6.780 -1.651  -0.22
S -2.199 -6.622 -1.567  0.90
O -1.895 -5.446 -0.553  -0.56
C -1.635 -8.206 -0.711  -0.23
H -4.284 -7.805 -1.357  0.05
H -4.434 -6.524 -2.642  0.05
H -4.390 -6.081 -0.884  0.05
H -0.549 -8.111 -0.721  0.04
H -1.877 -9.165 -1.169  0.06
H -1.971 -8.173 0.325  0.05
C 3.649 2.726 6.747  -0.27
S 4.333 2.809 5.082  0.88
O 3.318 2.021 4.251  -0.55
C 3.921 4.591 4.756  -0.24
H 2.595 3.003 6.746  0.06
H 4.217 3.402 7.386  0.06
H 3.624 1.704 7.125  0.06
H 2.843 4.724 4.663  0.06
H 4.339 4.851 3.783  0.04
H 4.218 5.350 5.479  0.06
C -7.182 1.448 -2.637  -0.23
S -6.370 0.184 -1.575  0.86
O -5.181 0.764 -0.879  -0.54
C -7.663 0.048 -0.203  -0.22
H -7.684 2.072 -1.898  0.04
H -7.871 0.899 -3.278  0.05
H -6.473 2.077 -3.177  0.06
H -8.661 -0.114 -0.608  0.05
H -7.756 1.049 0.219  0.05
H -7.422 -0.648 0.601  0.05
C 8.068 2.532 -2.523  -0.25
S 6.270 2.847 -2.766  0.87
O 5.462 1.630 -2.308  -0.55
C 6.274 2.658 -4.582  -0.25
H 8.264 1.552 -2.959  0.05
H 8.313 2.439 -1.465  0.05
H 8.684 3.319 -2.957  0.06
H 6.777 1.737 -4.877  0.06
H 6.891 3.476 -4.953  0.05
H 5.262 2.626 -4.985  0.06
C -2.694 -5.304 5.828  -0.22
S -1.002 -4.509 5.753  0.85
O -1.140 -3.181 5.114  -0.53
C -0.882 -4.100 7.484  -0.27
H -3.227 -5.360 4.879  0.05
H -3.266 -4.687 6.522  0.04
H -2.659 -6.273 6.326  0.05
H -0.382 -4.855 8.091  0.06
H -1.812 -3.759 7.939  0.06
H -0.235 -3.223 7.494  0.05
C 7.583 -3.776 0.481  -0.26
S 6.121 -4.655 -0.206  0.89
O 4.927 -3.664 -0.204  -0.54
C 6.833 -4.832 -1.889  -0.25
H 7.481 -3.278 1.445  0.06
H 8.019 -3.124 -0.276  0.05
H 8.437 -4.436 0.634  0.05
H 5.944 -5.088 -2.467  0.05
H 7.596 -5.610 -1.878  0.06
H 7.119 -3.848 -2.261  0.06
C -1.960 -0.662 -7.508  -0.25
S -0.253 -1.002 -6.950  0.87
O -0.325 -1.223 -5.407  -0.55
C 0.084 -2.586 -7.778  -0.26
H -2.147 -0.694 -8.581  0.06
H -2.248 0.314 -7.117  0.05
H -2.576 -1.423 -7.029  0.05
H -0.270 -2.639 -8.807  0.06
H -0.325 -3.400 -7.179  0.06
H 1.159 -2.721 -7.897  0.05
C -4.696 2.429 5.696  -0.25
S -3.498 3.712 5.073  0.87
O -2.799 3.019 3.884  -0.57
C -4.789 4.805 4.238  -0.24
H -5.234 2.671 6.613  0.05
H -4.034 1.623 6.011  0.04
H -5.348 2.081 4.894  0.05
H -5.217 4.212 3.430  0.05
H -4.229 5.602 3.751  0.04
H -5.600 5.281 4.789  0.05

The HOMO energy is -11.92 eV. Its net charge is +2. The value obtained for the gap between HOMO and LUMO is 1.67 eV. For the lowest unoccupied orbital energy, the calculation gives -0.376 Eh.



Least stable structure: run B